A cluster of 13 separate species, C52H94F12O26 in total. Source: the OMol25 dataset; level of theory: ωB97M-V with the def2-TZVPD basis set.

Properties
lowest unoccupied orbital energy	0.27	eV

Each line ends with the Löwdin charge.
CARTESIAN COORDINATES (ANGSTROEM)
H -17.62 13.39 27.89  0.08
H -13.14 1.99 21.82  0.09
C -15.33 6.74 32.83  -0.39
H -14.71 3.88 25.65  0.07
H -9.55 12.31 21.75  0.13
C -13.26 11.44 23.96  -0.12
C -18.46 12.70 25.14  -0.20
H -14.88 13.57 25.88  0.08
H -13.92 4.23 21.61  0.13
C -18.68 11.90 31.95  -0.11
C -16.46 8.66 23.88  -0.03
C -18.11 8.11 27.08  -0.39
O -13.56 7.18 28.36  -0.19
H -17.45 11.65 29.41  0.10
C -17.64 13.69 28.94  -0.20
F -19.02 10.31 27.45  0.14
O -13.55 3.21 23.44  -0.21
C -8.87 9.02 27.86  -0.15
H -14.82 6.12 22.63  0.12
H -15.32 3.54 22.45  0.13
H -11.53 14.29 29.22  0.12
C -15.18 14.60 26.04  -0.09
O -10.06 9.42 31.04  0.14
H -16.80 8.12 31.21  0.10
H -11.38 3.95 24.69  0.12
O -17.81 7.01 27.46  0.14
C -14.53 16.96 28.81  -0.20
C -17.42 13.31 23.09  -0.38
F -16.53 14.61 21.33  0.18
H -14.40 -0.63 27.28  0.12
H -14.44 14.30 29.59  0.07
C -11.24 6.66 24.28  -0.42
H -10.82 7.23 29.87  0.13
H -19.10 12.17 29.50  0.13
C -9.72 7.76 27.98  -0.14
C -14.58 5.34 23.36  -0.20
C -14.85 6.26 34.21  -0.53
O -18.49 13.39 23.88  0.03
C -9.83 9.07 29.93  -0.47
F -18.55 9.07 29.16  0.16
C -18.66 15.59 30.04  -0.07
O -16.64 6.80 32.75  0.03
H -7.88 8.68 27.53  0.12
C -15.41 11.27 27.57  -0.08
C -17.63 13.97 21.72  -0.54
H -14.24 9.02 27.09  0.11
H -17.44 12.73 25.54  0.09
O -12.11 12.56 28.22  0.02
C -13.52 0.01 27.38  -0.15
H -11.55 8.50 28.87  0.11
H -15.83 9.56 32.78  0.10
F -15.85 5.91 35.02  0.17
C -15.26 10.48 32.81  -0.12
H -16.28 11.91 27.75  0.05
C -11.55 11.91 27.19  -0.48
O -9.70 13.63 23.37  -0.17
C -17.24 7.16 31.49  -0.18
H -10.26 7.59 27.05  0.10
H -13.61 5.62 23.79  0.10
C -13.44 5.88 28.94  -0.08
H -13.24 15.30 30.45  0.08
C -12.94 10.12 32.78  -0.49
H -14.52 11.83 27.85  0.09
H -17.70 16.10 30.17  0.08
C -13.42 1.92 22.87  -0.11
O -11.87 9.91 33.24  0.13
O -18.05 12.83 31.12  -0.18
C -14.73 11.06 31.49  -0.13
H -13.63 9.71 28.58  0.10
H -18.35 12.07 32.98  0.09
H -18.31 7.27 31.66  0.13
H -19.15 14.24 26.50  0.07
H -16.61 13.99 29.18  0.12
H -13.96 -0.04 29.49  0.13
H -14.76 14.82 31.25  0.09
H -12.00 3.88 27.09  0.06
H -15.79 5.12 26.37  0.09
F -18.68 14.78 21.73  0.18
H -19.77 11.96 31.95  0.09
H -17.62 5.15 30.94  0.09
C -14.49 9.20 28.14  -0.18
H -7.94 12.72 24.14  0.09
H -14.67 12.15 31.56  0.11
C -19.48 13.30 26.06  -0.04
H -19.44 16.29 29.74  0.09
C -11.80 13.95 28.22  -0.15
H -17.33 9.14 23.42  0.08
C -10.83 4.60 25.37  -0.17
C -18.09 12.47 29.76  -0.20
H -16.01 7.47 25.62  0.11
H -18.47 10.86 31.66  0.08
H -12.72 14.44 27.91  0.10
H -9.23 9.76 27.15  0.11
H -14.76 18.02 28.92  0.12
H -12.65 1.56 26.15  0.12
H -9.10 6.87 28.13  0.11
O -14.04 10.20 33.53  0.01
O -11.29 5.95 25.38  0.02
H -10.90 14.82 26.45  0.12
F -12.66 8.16 23.16  0.15
H -15.39 11.00 26.51  0.09
H -18.67 11.64 24.94  0.13
H -13.43 17.02 28.72  0.13
H -14.21 5.61 25.94  0.09
H -12.62 11.12 30.89  0.12
H -15.63 7.33 28.34  0.11
H -12.68 -0.59 27.04  0.12
C -15.17 16.45 27.51  -0.18
H -13.79 5.88 29.98  0.08
H -10.48 3.10 26.90  0.08
H -17.49 6.99 24.90  0.13
F -11.01 8.94 24.35  0.17
O -11.84 10.76 27.00  0.11
H -12.37 5.68 29.02  0.07
H -14.82 17.14 26.73  0.13
H -16.28 14.63 26.01  0.08
F -20.29 8.62 27.86  0.18
F -17.86 12.99 20.82  0.15
F -14.11 7.22 34.78  0.19
O -17.65 8.70 25.99  0.04
H -9.56 11.55 23.31  0.12
C -8.37 13.68 23.84  -0.12
H -15.72 9.43 24.10  0.07
H -12.28 0.53 29.09  0.13
O -15.01 16.30 29.96  -0.17
H -10.50 12.71 25.56  0.09
H -16.11 7.99 23.10  0.07
O -11.97 11.97 23.97  -0.18
O -15.56 5.28 24.37  -0.17
C -11.48 12.11 22.65  -0.19
C -13.35 10.45 31.33  -0.06
O -15.59 10.09 28.33  -0.20
C -14.75 7.84 28.75  -0.18
H -14.37 1.04 25.79  0.12
H -12.69 1.37 23.47  0.08
C -10.96 4.08 26.82  -0.04
H -13.60 11.17 24.96  0.07
C -9.98 12.40 22.75  -0.22
C -16.88 7.87 25.10  -0.18
H -19.68 12.56 26.83  0.07
F -14.07 5.17 34.02  0.16
O -16.41 12.76 23.42  0.15
H -12.03 12.83 22.04  0.13
O -18.57 14.75 28.89  -0.20
H -15.39 10.77 30.67  0.10
H -14.33 1.32 22.97  0.09
C -13.33 0.51 28.80  -0.06
H -10.49 4.79 27.50  0.07
F -12.84 8.11 25.30  0.18
H -9.77 4.63 25.12  0.13
C -10.41 12.75 26.65  -0.05
C -10.63 14.14 27.26  -0.11
C -11.97 8.00 24.31  -0.54
H -13.38 10.47 23.45  0.07
O -14.03 2.70 29.65  0.13
H -14.03 12.11 23.56  0.08
C -17.10 6.01 30.50  -0.04
H -9.74 14.46 27.80  0.11
H -9.56 12.22 27.09  0.13
C -14.31 15.12 30.30  -0.11
H -14.92 15.21 25.17  0.10
H -17.54 6.26 29.54  0.06
H -18.87 15.03 30.94  0.08
H -20.38 13.49 25.46  0.09
C -14.35 4.04 22.59  -0.18
H -8.29 14.33 24.70  0.08
O -14.58 7.21 32.02  0.15
O -14.74 15.12 27.28  -0.21
C -15.01 4.93 25.63  -0.07
H -7.67 14.05 23.08  0.09
O -14.07 2.29 27.47  0.00
H -13.99 5.07 28.46  0.07
C -13.63 1.29 26.55  -0.16
C -19.02 9.04 27.90  -0.51
H -16.06 5.71 30.35  0.07
H -16.25 16.49 27.62  0.13
C -13.83 1.94 28.74  -0.49
C -10.61 8.03 29.17  -0.07
O -8.85 9.62 29.16  0.03
H -14.89 7.89 29.83  0.10
H -15.74 11.29 33.36  0.12
H -11.44 11.15 22.13  0.13
H -13.35 9.47 30.84  0.11
O -10.69 6.28 23.29  0.17